[1]
Formula: C35H65BeCl2FMgN9O16SSi
Source: OMol25
Level of theory: ωB97M-V/def2-TZVPD

Calculated values
* DFT total energy: -4990.40605 hartree
* total charge: -1
* multiplicity: 1

Positions of all 132 atoms, in Å:
Cl  4.80962  -7.88365  1.03045
Cl  7.19882  -6.64356  -5.13784
S  3.96048  -0.08661  5.14653
Si  3.75259  -0.39464  -6.12750
Mg  1.79234  -1.35522  -9.62751
F  2.27140  -6.81025  -1.70907
O  -2.31216  -1.94685  1.30855
O  -7.35168  2.11070  4.86598
O  5.71111  -8.09796  2.14532
O  -9.62993  4.87707  6.95244
O  -5.69619  0.75146  4.62734
O  -0.96204  3.31071  -3.02374
O  4.60833  -6.46005  0.84250
O  -10.20776  0.57164  10.15635
O  -8.26042  0.61609  9.51795
O  0.89978  -3.04504  0.01483
O  3.53674  -8.51571  1.31082
O  5.38120  -8.45429  -0.16873
O  -8.62798  0.64073  11.68887
O  2.78507  1.03247  -0.52320
O  -0.21608  -4.70142  1.38411
O  -5.58845  2.74448  3.79516
N  -1.51000  3.37909  2.59611
N  0.92973  3.19150  0.37987
N  -6.21531  1.86736  4.43193
N  0.32561  1.00800  -0.43146
N  -2.96468  1.56384  3.20864
N  -4.03624  -2.56299  0.07190
N  0.66581  1.35509  2.03872
N  -2.50072  1.84189  0.88166
N  1.64267  -0.52304  3.39776
C  -1.86237  1.96263  2.24881
C  6.47990  -1.69783  -5.64963
C  -3.11297  -2.82699  1.14977
C  7.46003  -2.92456  -5.58532
C  2.37677  5.21797  0.72276
C  4.45475  -3.39198  -6.24787
C  0.65273  1.94177  0.69252
C  -5.35391  -2.06199  0.55474
C  4.59873  1.05765  -5.19545
C  5.39515  -4.63354  -6.19448
C  4.95329  -1.91367  -5.99692
C  -9.01081  0.61103  10.52143
C  6.90571  -4.38189  -5.85695
C  2.04391  -0.90388  -5.42367
C  -0.68707  0.90878  2.48784
C  3.23365  2.73021  -3.55825
C  3.30941  4.50575  -0.37125
C  1.59200  0.18062  -0.54706
C  2.00719  -5.31614  0.48680
C  1.68129  0.23667  2.10408
C  0.77207  -4.30608  0.69517
C  1.32154  4.18456  1.41907
C  -11.56126  3.60356  7.15907
C  1.66967  -0.70902  0.79601
C  3.80436  4.12815  -2.99923
C  2.86207  4.82945  -1.90192
C  3.46291  0.03362  -8.00741
C  3.68545  2.38375  -5.06974
C  3.02264  -1.02854  -2.35083
C  2.64812  -0.23180  4.15713
C  0.60558  -1.90980  0.87323
C  -10.11305  3.68750  6.63647
C  -9.25565  2.61939  7.35721
C  1.67294  -0.64902  -1.91112
C  -3.15040  -4.11206  1.89611
Be  1.36033  -3.83398  -2.18548
H  4.36157  4.97994  -0.26924
H  2.71029  0.77041  2.08938
H  0.77183  -0.91473  -2.55715
H  3.08634  1.11095  -8.06901
H  1.77613  -5.87114  -0.53053
H  2.61134  -0.66749  -8.34707
H  2.91004  5.96703  -2.11348
H  -5.21461  -1.06317  0.97214
H  6.93606  -0.67238  -5.45119
H  -11.97934  2.60960  6.96183
H  0.53725  -2.32402  1.94867
H  3.55713  -1.93278  -1.89265
H  2.79548  2.29928  -5.80361
H  3.88283  4.83536  -3.91404
H  1.70940  5.96758  0.14262
H  -0.48361  -1.57279  0.61529
H  -2.63093  1.65330  4.18940
H  5.02298  0.75187  -4.17116
H  -3.14800  2.64932  0.78616
H  -3.76701  2.21800  3.11816
H  1.77219  3.68952  2.35417
H  -10.15306  3.37986  5.57918
H  2.71297  -1.21809  0.77405
H  0.86178  3.43192  -0.63056
H  -2.32903  -4.74791  1.55355
H  -0.82419  3.37739  3.36895
H  2.93401  -4.66289  0.34452
H  -6.02537  -2.02270  -0.30394
H  4.32050  3.26254  -5.47290
H  -5.74603  -2.74993  1.30361
H  2.09102  -6.06779  1.34070
H  2.19698  -1.84073  -4.78668
H  8.58242  -2.79633  -5.36540
H  7.62481  -5.33353  -5.83755
H  5.52458  1.34307  -5.83346
H  1.78698  4.50803  -2.13244
H  3.68372  1.90351  -2.89515
H  4.46261  -0.15704  -8.52368
H  -3.12123  1.01264  1.00143
H  -12.20693  4.33423  6.66152
H  3.62242  -0.41019  -3.11165
H  0.40491  4.83843  1.68222
H  -3.56872  -1.82895  -0.47056
H  2.94012  5.84473  1.49668
H  -11.62634  3.77629  8.23845
H  3.45260  3.38229  -0.22689
H  -4.09830  -4.62835  1.72128
H  -1.03708  -0.08968  2.05170
H  1.33227  -1.21367  -6.28252
H  -1.37715  3.89834  -2.37947
H  -0.31760  2.81185  -2.50373
H  -9.24119  2.75811  8.44225
H  2.09164  2.77036  -3.52946
H  -4.16777  -3.41951  -0.47240
H  -3.05504  -3.91365  2.96381
H  -0.62790  0.74401  3.63150
H  1.58540  -0.03371  -4.81734
H  -9.65485  1.61817  7.16155
H  4.86681  4.02138  -2.59229
H  3.51053  0.57875  -0.04236
H  3.33590  -3.52749  -6.49081
H  -0.47450  0.41311  -0.16752
H  -2.35637  3.84804  2.94726
H  4.97179  -5.68224  -6.40755
H  -8.22183  2.63252  7.00302

---

[2]
Formula: C39H36CrI2N3O3P
Source: OMol25
Level of theory: ωB97M-V/def2-TZVPD

Calculated values
* energy relative to the best compared isomer or geometry (same formula, charge and spin): 0.149 eV
* total charge: 0
* multiplicity: 5

Positions of all 85 atoms, in Å:
I  -1.74651  5.29798  3.23419
I  -1.59358  2.19591  3.69038
Cr  0.08988  -0.51984  -0.39229
P  1.37305  1.51250  -0.04952
O  -0.94007  -2.14231  -1.03533
O  2.45230  -1.88388  -2.03774
O  0.87062  -0.27955  -2.18572
N  -2.33452  -3.37959  -2.30454
N  -0.43442  -4.33077  -1.36129
N  -1.52573  -0.22560  0.77825
C  -1.49849  -0.77627  1.96841
C  -2.70116  0.85907  -1.03402
C  0.78400  -1.28972  1.32657
C  2.37787  -2.26435  2.84869
C  -0.26727  -5.33947  -2.40628
C  3.78441  1.60936  3.22177
C  -0.15678  -1.26706  2.36216
C  -3.18462  -4.56274  -2.19485
C  0.36763  2.90475  -0.63075
C  1.44460  -2.20149  3.87969
C  -1.52113  4.35127  -0.22441
C  -3.90629  0.10225  0.94063
C  3.12584  0.38780  -1.97320
C  3.33315  2.71281  3.94279
C  3.17940  1.27540  2.02402
C  4.30645  0.32841  -2.69955
C  2.12056  -0.71519  -2.09395
C  -5.10081  0.59989  0.36836
C  5.21743  1.36847  -2.61990
C  2.86642  1.46451  -1.12158
C  2.05412  -1.80459  1.57613
C  1.67195  3.13787  2.25565
C  3.80505  2.49110  -1.02546
C  -0.72493  3.28294  0.15700
C  0.65309  -4.24952  -0.38762
C  -3.86568  1.32871  -1.56385
C  -1.25441  5.02072  -1.41126
C  -2.68683  -0.97482  2.70913
C  -2.70046  0.24507  0.23921
C  0.16963  -1.70662  3.63813
C  2.28382  3.47437  3.45833
C  -5.08428  1.20283  -0.85393
C  -1.21768  -3.25176  -1.53830
C  2.11495  2.03707  1.53153
C  -0.18674  4.62985  -2.21019
C  -3.03479  -2.15840  -2.68732
C  0.63019  3.57780  -1.82151
C  4.96414  2.45319  -1.78674
C  -3.86325  -0.54898  2.19834
H  -3.41292  -4.97851  -3.17692
H  6.13088  1.33319  -3.20278
H  -0.94170  2.77146  1.09371
H  -4.12504  -4.28742  -1.70981
H  -3.67369  -1.78680  -1.88039
H  3.79901  2.97106  4.88688
H  1.46069  3.28008  -2.44934
H  5.68193  3.26147  -1.71346
H  0.98397  -5.26399  -0.17193
H  -2.63283  -1.45432  3.67628
H  4.60932  1.01024  3.59253
H  -0.54280  -6.33289  -2.05071
H  0.78049  -5.35775  -2.70945
H  0.01768  5.15006  -3.13722
H  4.49796  -0.53528  -3.32514
H  -2.33222  4.66387  0.42079
H  0.29964  -3.79796  0.53309
H  -0.55486  -1.64472  4.44430
H  -1.87374  5.85929  -1.70861
H  -2.32330  -1.38251  -2.95236
H  -6.02591  0.50904  0.92698
H  1.71302  -2.53405  4.87466
H  -1.77429  0.99576  -1.58316
H  1.90469  4.32227  4.01553
H  3.63363  3.31341  -0.33933
H  -2.70769  -5.32838  -1.59063
H  3.55078  0.42606  1.46137
H  -3.85153  1.81886  -2.52992
H  2.79330  -1.85741  0.78100
H  -3.65486  -2.37918  -3.55647
H  -4.78517  -0.68530  2.75374
H  -0.86489  -5.09288  -3.27737
H  -5.99929  1.59942  -1.27696
H  1.48649  -3.66180  -0.77458
H  0.85220  3.75220  1.91271
H  3.37091  -2.65597  3.04471

---

[3]
Formula: C5H10Br2N3O2
Source: OMol25
Level of theory: ωB97M-V/def2-TZVPD

Calculated values
* energy relative to the best compared isomer or geometry (same formula, charge and spin): 0.077 eV
* total charge: +1
* SMILES string: OC[C@@H](O)CN/[NH+]=C(Br)\N=C/Br
* multiplicity: 1

Positions of all 22 atoms, in Å:
Br  2.85673  2.84173  0.00612
Br  3.33414  -2.23726  0.46613
O  -1.22751  1.78982  1.04879
O  -2.80794  -1.32112  0.21242
N  3.19327  0.18942  -0.95020
N  0.65438  -0.56786  -0.31261
N  1.12596  0.63280  -0.06770
C  -2.26781  1.05702  0.40643
C  -1.82045  -0.44822  0.41496
C  -0.69444  -0.72702  -0.63313
C  2.36132  1.00543  -0.33439
C  3.37702  -1.04956  -0.96874
H  0.51652  1.34179  0.15896
H  3.82816  -1.38093  -1.88197
H  -1.23590  -0.62293  1.37667
H  -1.17477  1.52343  2.02573
H  0.93192  -1.19315  0.37922
H  -0.82005  -1.88505  -0.82523
H  -2.32781  1.38506  -0.60361
H  -3.27932  1.36664  0.87978
H  -3.53967  -1.29743  0.82030
H  -0.98375  -0.40262  -1.61793

---

What did the third record say?
Formula: C5H10Br2N3O2
Source: OMol25
Level of theory: ωB97M-V/def2-TZVPD

Calculated values
* energy relative to the best compared isomer or geometry (same formula, charge and spin): 0.077 eV
* total charge: +1
* SMILES string: OC[C@@H](O)CN/[NH+]=C(Br)\N=C/Br
* multiplicity: 1

Positions of all 22 atoms, in Å:
Br  2.85673  2.84173  0.00612
Br  3.33414  -2.23726  0.46613
O  -1.22751  1.78982  1.04879
O  -2.80794  -1.32112  0.21242
N  3.19327  0.18942  -0.95020
N  0.65438  -0.56786  -0.31261
N  1.12596  0.63280  -0.06770
C  -2.26781  1.05702  0.40643
C  -1.82045  -0.44822  0.41496
C  -0.69444  -0.72702  -0.63313
C  2.36132  1.00543  -0.33439
C  3.37702  -1.04956  -0.96874
H  0.51652  1.34179  0.15896
H  3.82816  -1.38093  -1.88197
H  -1.23590  -0.62293  1.37667
H  -1.17477  1.52343  2.02573
H  0.93192  -1.19315  0.37922
H  -0.82005  -1.88505  -0.82523
H  -2.32781  1.38506  -0.60361
H  -3.27932  1.36664  0.87978
H  -3.53967  -1.29743  0.82030
H  -0.98375  -0.40262  -1.61793

---

Which formula does entry 3 have?
C5H10Br2N3O2